1.
{"formula": "C26H39BrF17N4O4S", "method": "ωB97M-V/def2-TZVPD", "gap_ev": 6.178, "charge": 1, "total_energy_ha": -6203.6943, "species": ["F", "C", "F", "F", "C", "F", "F", "C", "F", "F", "C", "F", "F", "C", "F", "F", "C", "F", "F", "C", "F", "F", "C", "F", "F", "C", "C", "C", "C", "C", "Br", "N", "C", "N", "S", "H", "H", "H", "H", "H", "H", "H", "H", "H", "C", "O", "C", "C", "N", "C", "C", "O", "C", "H", "H", "H", "H", "H", "H", "H", "H", "H", "H", "H", "H", "H", "H", "H", "C", "O", "C", "C", "N", "C", "C", "O", "C", "H", "H", "H", "H", "H", "H", "H", "H", "H", "H", "H", "H", "H", "H", "H"], "coordinates": [[1.948, -4.594, -3.483], [0.980, -3.708, -3.523], [1.453, -2.566, -3.980], [0.040, -4.142, -4.343], [0.414, -3.522, -2.090], [1.467, -3.292, -1.288], [-0.188, -4.654, -1.713], [-0.551, -2.318, -1.854], [-0.979, -2.420, -0.584], [0.151, -1.182, -1.990], [-1.790, -2.251, -2.793], [-2.280, -3.497, -2.966], [-1.413, -1.755, -3.978], [-2.942, -1.386, -2.218], [-3.562, -2.048, -1.237], [-2.416, -0.250, -1.727], [-4.021, -0.924, -3.243], [-4.956, -0.254, -2.514], [-3.480, -0.075, -4.116], [-4.772, -2.039, -4.012], [-3.964, -2.514, -4.967], [-5.099, -3.036, -3.171], [-6.081, -1.550, -4.698], [-6.494, -2.569, -5.486], [-5.777, -0.508, -5.486], [-7.209, -1.207, -3.760], [-8.046, -2.052, -3.076], [-8.093, -3.544, -3.024], [-9.457, -4.149, -2.647], [-9.579, -4.648, -1.219], [-9.053, -3.332, 0.111], [-8.891, -1.238, -2.370], [-8.619, 0.036, -2.606], [-7.598, 0.095, -3.454], [-6.910, 1.633, -3.879], [-7.746, -3.941, -3.969], [-7.374, -3.844, -2.261], [-10.281, -3.465, -2.852], [-9.630, -5.012, -3.288], [-8.983, -5.536, -1.039], [-10.613, -4.888, -1.000], [-9.599, -1.531, -1.711], [-9.105, 0.898, -2.189], [-7.442, 1.696, -5.110], [3.831, 4.166, 0.898], [2.915, 3.101, 1.066], [1.921, 2.989, 0.058], [2.142, 1.756, -0.790], [3.321, 1.891, -1.634], [3.733, 0.659, -2.298], [4.140, -0.509, -1.411], [5.321, -0.282, -0.683], [5.156, 0.492, 0.492], [4.426, 4.225, 1.808], [4.510, 3.999, 0.056], [3.310, 5.117, 0.751], [1.888, 3.890, -0.563], [0.956, 2.894, 0.567], [1.268, 1.604, -1.432], [2.207, 0.898, -0.106], [4.091, 2.231, -1.072], [4.583, 0.901, -2.940], [2.921, 0.328, -2.956], [4.339, -1.368, -2.059], [3.328, -0.807, -0.733], [4.189, 0.296, 0.965], [5.250, 1.562, 0.292], [5.944, 0.216, 1.188], [7.797, 3.102, 7.456], [6.836, 2.065, 7.460], [5.548, 2.447, 7.922], [4.532, 2.427, 6.802], [4.785, 3.485, 5.834], [3.978, 3.414, 4.620], [4.125, 2.197, 3.715], [5.377, 2.103, 3.059], [6.419, 1.504, 3.809], [8.763, 2.647, 7.248], [7.594, 3.854, 6.685], [7.846, 3.601, 8.428], [5.585, 3.433, 8.396], [5.245, 1.719, 8.680], [3.535, 2.572, 7.229], [4.560, 1.425, 6.352], [5.764, 3.476, 5.580], [4.215, 4.298, 4.023], [2.924, 3.500, 4.905], [3.384, 2.294, 2.918], [3.907, 1.259, 4.241], [6.039, 0.729, 4.480], [6.981, 2.240, 4.391], [7.112, 1.045, 3.103]]}


2.
{"formula": "C7H14", "method": "ωB97M-V/def2-TZVPD", "gap_ev": 8.474, "charge": 0, "de_lowest_ev": 3.6400, "total_energy_ha": -274.9825, "species": ["C", "C", "C", "C", "C", "C", "C", "H", "H", "H", "H", "H", "H", "H", "H", "H", "H", "H", "H", "H", "H"], "coordinates": [[1.378, -0.199, -0.960], [0.146, -0.859, -0.326], [0.229, -1.496, 1.022], [1.321, -1.007, 1.892], [-1.067, 0.126, -0.132], [-0.689, 1.434, 0.568], [-1.751, 0.418, -1.469], [1.148, 0.172, -1.965], [2.194, -0.925, -1.061], [1.759, 0.645, -0.378], [-0.231, -1.623, -1.021], [-1.793, -0.400, 0.503], [2.050, -1.832, 1.769], [1.047, -1.036, 2.953], [1.847, -0.071, 1.650], [-1.592, 2.025, 0.762], [-0.028, 2.046, -0.057], [-0.189, 1.269, 1.528], [-2.065, -0.505, -1.967], [-2.643, 1.035, -1.309], [-1.087, 0.966, -2.147]]}


3.
{"formula": "C3H7PSi", "method": "ωB97M-V/def2-TZVPD", "gap_ev": 9.538, "charge": 0, "de_lowest_ev": 0.5792, "smiles": "CC#CP[SiH3]", "total_energy_ha": -749.2149, "species": ["C", "C", "C", "Si", "P", "H", "H", "H", "H", "H", "H", "H"], "coordinates": [[1.416, -0.602, 0.157], [0.200, -0.793, 0.165], [2.848, -0.523, 0.327], [-2.507, 0.449, 0.186], [-1.421, -1.512, -0.082], [3.355, -0.850, 1.209], [3.175, -1.287, -0.411], [3.166, 0.554, 0.116], [-4.003, 0.054, 0.381], [-2.453, 0.827, 1.609], [-1.943, 1.487, -0.643], [-1.369, -0.796, -1.541]]}


4.
{"formula": "C3H6N2O2", "method": "ωB97M-V/def2-TZVPD", "gap_ev": 9.545, "charge": 0, "de_lowest_ev": 4.5413, "total_energy_ha": -377.7924, "species": ["C", "C", "C", "N", "N", "O", "O", "H", "H", "H", "H", "H", "H"], "coordinates": [[0.009, -0.239, 0.346], [1.031, 0.398, -1.577], [-0.234, -0.377, 1.871], [0.854, 0.562, -0.259], [-0.101, -1.134, -1.709], [-0.541, -1.206, -0.400], [0.471, 1.291, -2.466], [2.018, 0.031, -2.044], [-1.232, -0.776, 1.966], [-0.251, 0.700, 2.232], [0.555, -1.027, 2.377], [-0.887, -0.911, -2.354], [0.113, 1.977, -1.867]]}